(i)
A 2-piece molecular cluster, C4H12N4 overall, computed with ωB97M-V with the def2-TZVPD basis set.

```
20
C4H12N4 ωB97M-V with the def2-TZVPD basis set
C 0.3593 0.4756 0.6554
C 2.5307 0.6480 -0.1764
C -1.8369 0.2574 -0.9648
C 1.8593 -1.5240 0.1504
N 1.5707 -0.1153 0.2435
N -2.4350 1.1522 -1.6744
N 0.0062 0.5906 1.8640
N -2.3405 -0.3410 0.0817
H 3.4559 0.3098 -0.6125
H 2.4825 1.7895 -0.1559
H -0.8020 -0.0577 -0.9531
H 2.7511 -1.7250 -0.5591
H 2.2181 -1.8060 1.1352
H 1.0525 -2.2388 -0.1348
H -3.4933 1.2535 -1.5559
H -1.9642 1.4971 -2.5095
H -0.8842 1.0770 2.1030
H 0.6493 0.1330 2.5010
H -3.2971 -0.1926 0.1623
H -1.8825 -1.1834 0.4000
```

Its charge is +2. As for the HOMO-LUMO gap: 0.3308 Eh.

=====

(ii)
A 2-piece molecular cluster, C4H12N4 overall, computed with ωB97M-V with the def2-TZVPD basis set.

```
20
C4H12N4 ωB97M-V with the def2-TZVPD basis set
C 1.4844 0.0182 0.5382
C 1.2287 0.5112 -0.7078
C 2.4759 -0.9143 0.5230
C -2.2530 0.5801 0.9243
N 1.1354 1.0376 -1.7597
N 3.1401 -1.3842 1.5434
N -2.2710 -0.0705 -1.3331
N -1.4006 0.6807 -0.3425
H 1.1920 0.5937 1.4324
H 2.7632 -1.2670 -0.4770
H -2.0179 -0.3575 1.4276
H -1.9682 1.3382 1.7031
H -3.2850 0.5995 0.7304
H 1.4051 1.3849 -2.7106
H -1.8928 -0.1596 -2.2607
H 3.7573 -2.1583 1.5188
H 3.1544 -1.0526 2.5019
H -3.3080 0.1347 -1.5892
H -2.2673 -1.1178 -1.0070
H -1.0728 1.6030 -0.6554
```

Its charge is +2. As for the HOMO-LUMO gap: 0.3670 Eh.

=====

Most favorable first, least favorable last: (ii), (i)